[1]
# C32H27N7O3SSm

C32H27N7O3SSm as an isolated structure in a non-equilibrium geometry (ωB97M-V with the def2-TZVPD basis set, the Open Molecules 2025 dataset).

Cartesian coordinates (Å):
Sm: 0.21022 -2.04359 -0.46811
O: 4.92681 -1.41818 -0.56156
C: 5.15574 -1.27930 0.75980
C: 6.45331 -0.96615 1.10473
C: 6.76197 -0.84742 2.45664
C: 5.78588 -1.11081 3.39974
C: 4.48437 -1.32538 3.04214
C: 4.11416 -1.41865 1.68701
C: 2.68495 -1.50288 1.32005
O: 2.38136 -1.81362 0.08266
N: 1.78590 -1.28324 2.24834
N: 0.46651 -1.38330 1.79499
C: -0.44170 -1.16493 2.68467
C: -1.90635 -1.18275 2.48251
C: -2.67197 -0.80121 3.59267
C: -4.02282 -0.61146 3.41814
C: -4.61554 -0.85036 2.18981
C: -3.91870 -1.34398 1.12981
C: -2.53387 -1.45992 1.24910
O: -1.76444 -1.79059 0.19843
H: 3.98764 -1.70420 -0.63257
H: 7.15428 -0.91136 0.28079
H: 7.74992 -0.61221 2.83250
H: 6.01792 -1.01347 4.44809
H: 3.76526 -1.49739 3.82101
H: -0.14996 -0.93305 3.71650
H: -2.17977 -0.55334 4.56678
H: -4.58828 -0.17937 4.25024
H: -5.63287 -0.67451 2.06480
H: -4.28631 -1.46526 0.11494
N: -0.57993 5.38192 -1.20582
C: -0.36673 6.67376 -0.79929
C: -1.17371 7.82312 -0.86332
C: -0.65333 8.95214 -0.27439
C: 0.62758 8.94032 0.38865
C: 1.39303 7.77965 0.47970
C: 0.85099 6.61580 -0.13665
N: 1.40607 5.35980 -0.20936
C: 0.52720 4.63973 -0.84917
C: 0.54019 3.21237 -1.00586
C: -0.65542 2.52109 -1.11409
C: -0.61032 1.12106 -1.21327
N: 0.54559 0.42417 -1.22556
C: 1.67778 1.11108 -1.05432
C: 1.74412 2.49709 -1.00372
H: -1.39555 5.10252 -1.76583
H: -2.08894 7.82735 -1.39649
H: -1.18643 9.87878 -0.34071
H: 1.03165 9.81319 0.81760
H: 2.30997 7.75693 1.01777
H: -1.56710 3.10311 -0.99484
H: -1.51850 0.56380 -1.39615
H: 2.60602 0.52490 -1.03799
H: 2.68989 2.95475 -0.99140
C: -3.30818 -7.32478 -2.75261
C: -2.72956 -6.01914 -2.40991
C: -3.03351 -4.90849 -3.10112
C: -2.22098 -3.77610 -2.77449
N: -1.23881 -3.77979 -1.88978
C: -1.04377 -4.90291 -1.12402
S: 0.10802 -4.91286 0.12032
N: -1.77110 -6.00775 -1.45567
C: -2.52014 -2.49472 -3.51451
H: -3.39688 -7.36018 -3.83134
H: -4.26969 -7.49779 -2.28350
H: -2.71666 -8.14242 -2.36701
H: -3.81364 -4.90590 -3.85349
H: -1.66106 -6.83260 -0.88306
H: -1.59969 -1.91806 -3.57342
H: -3.21008 -1.92587 -2.90771
H: -2.90204 -2.72716 -4.49880

Computed properties:
Multiplicity: 6
HOMO-LUMO gap (spin up / spin down) (eV): 6.47 / 6.48
Highest occupied orbital energy (spin up / spin down) (eV): -9.873 / -9.874
Net charge: +1
ΔE to the lowest compared entry with this formula, charge and spin (kcal per mole): 0.0
Lowest unoccupied orbital energy (spin up / spin down) (eV): -3.40 / -3.40
Expectation value of S²: 8.76



[2]
# C32H28BF6NO2S

A 2-piece molecular cluster, C32H28BF6NO2S overall in a non-equilibrium geometry (ωB97M-V with the def2-TZVPD basis set, the Open Molecules 2025 dataset).

Cartesian coordinates (Å):
C: -6.69965 4.49916 -2.61090
C: -5.66320 3.78779 -1.81188
C: -5.33809 2.44469 -1.85095
C: -4.32941 2.06586 -0.88818
C: -3.89039 3.13796 -0.15473
B: -2.99611 3.11707 1.22016
C: -1.47844 3.37907 0.64527
C: -1.05904 4.68855 0.61489
C: 0.19420 5.01640 0.12864
C: 0.55436 6.47749 0.13095
F: 1.40713 6.81353 -0.87766
F: -0.56171 7.27113 -0.00263
F: 1.15254 6.84860 1.31430
C: 1.06246 4.02491 -0.31175
C: 0.62846 2.71086 -0.23861
C: 1.51749 1.59121 -0.66788
F: 1.68421 0.67783 0.35855
F: 1.00787 0.88397 -1.72785
F: 2.77017 2.00867 -1.03659
C: -0.63513 2.36975 0.25364
O: -3.42202 4.18850 2.10778
C: -3.96223 3.58323 3.26854
C: -3.67218 2.06238 3.14846
O: -3.20417 1.82437 1.82961
S: -4.71277 4.61171 -0.60343
H: -7.14131 3.80967 -3.33503
H: -7.48743 4.88283 -1.94810
H: -6.26423 5.35477 -3.14655
H: -5.78053 1.75350 -2.56308
H: -3.95395 1.05410 -0.73876
H: -1.72887 5.47085 0.95525
H: 2.05095 4.25899 -0.67821
H: -0.94177 1.32870 0.30263
H: -3.46140 4.01312 4.15575
H: -5.04765 3.76927 3.32429
H: -2.87126 1.76703 3.85132
H: -4.58612 1.47675 3.34513
C: -0.58590 -7.51660 0.44708
N: 0.24676 -6.34688 0.22488
C: 0.62796 -5.92735 -1.01211
C: 1.46173 -4.77563 -0.87961
C: 2.01298 -4.05542 -1.93135
C: 3.06093 -3.07603 -1.80837
C: 2.82541 -1.87008 -1.10695
C: 3.83363 -0.92709 -0.98895
C: 5.08361 -1.11299 -1.58591
C: 6.10300 -0.03282 -1.47136
C: 5.32984 -2.30900 -2.28362
C: 4.32945 -3.26455 -2.41653
C: 1.66160 -4.59334 0.56436
C: 2.49047 -3.80375 1.33965
C: 2.41940 -3.88915 2.74044
C: 1.53289 -4.78229 3.35727
C: 0.73274 -5.64508 2.58923
C: 0.83606 -5.54660 1.21106
H: -0.85429 -7.56294 1.50340
H: -1.49494 -7.45403 -0.16662
H: -0.05450 -8.43928 0.16842
H: 0.24632 -6.40631 -1.91481
H: 1.79326 -4.44853 -2.93413
H: 1.84765 -1.73539 -0.65344
H: 3.63177 -0.00814 -0.45417
H: 6.99002 -0.28515 -2.05797
H: 5.71188 0.92886 -1.82505
H: 6.40119 0.10933 -0.42545
H: 6.31259 -2.46891 -2.73366
H: 4.52108 -4.21247 -2.92670
H: 3.18216 -3.12486 0.85215
H: 3.07565 -3.25380 3.33712
H: 1.48880 -4.81822 4.44519
H: 0.05805 -6.36977 3.03415

Computed properties:
Multiplicity: 1
HOMO-LUMO gap (eV): 2.62
Highest occupied orbital energy (eV): -6.048
Net charge: 0
ΔE to the lowest compared entry with this formula, charge and spin (kcal per mole): 37.2
Lowest unoccupied orbital energy (eV): -3.43